57
Properties=species:S:1:pos:R:3:forces:R:3:mulliken_charge:R:1 method="wB97M-V/def2-TZVPD" total_energy_ev=-328885.3380 total_charge=-2 e_homo_ev=-1.946 orbital_gap_ev=5.6
Li -0.912 -0.814 0.616 -0.028 0.036 -0.098 0.876
Cl 0.350 -6.254 -3.396 0.001 0.006 0.002 -0.274
C -0.380 -4.807 -2.734 0.024 -0.020 0.001 0.204
C 0.124 -4.297 -1.542 -0.015 0.010 -0.009 -0.696
C -0.420 -3.144 -0.980 0.003 -0.053 -0.023 -0.176
N 0.034 -2.515 0.163 -0.089 0.017 0.092 0.167
C 0.731 -3.128 1.103 0.007 0.012 0.009 0.480
O 1.144 -4.297 1.191 0.040 -0.030 0.016 -0.828
C 1.059 -2.174 2.253 0.030 -0.030 0.027 -0.273
C 2.055 -2.519 3.159 -0.031 -0.020 0.006 -0.582
C 2.426 -1.608 4.130 -0.005 0.065 -0.025 -0.285
C 1.787 -0.374 4.171 -0.008 -0.057 0.034 -1.056
C 0.777 -0.130 3.254 0.004 -0.013 0.080 0.076
N 0.407 -1.007 2.325 -0.011 -0.043 -0.105 0.038
C -1.529 -2.510 -1.628 0.008 0.040 0.045 -0.259
C -2.010 -3.043 -2.822 -0.005 0.000 -0.008 -0.856
C -1.433 -4.184 -3.369 -0.021 0.011 -0.009 0.189
Cl -2.086 -4.807 -4.870 -0.004 -0.006 -0.011 -0.275
N -2.042 -1.411 -0.954 -0.043 -0.038 -0.086 0.176
C -3.093 -0.733 -1.359 -0.031 -0.007 0.051 0.044
O -3.806 -0.823 -2.381 0.010 0.015 0.005 -0.867
C -3.479 0.354 -0.353 -0.010 0.004 -0.007 0.545
C -4.462 1.276 -0.708 0.001 -0.003 0.000 -0.630
C -4.815 2.266 0.187 -0.008 0.002 -0.012 -0.316
C -4.183 2.309 1.422 0.013 -0.003 0.037 -0.712
C -3.222 1.348 1.693 -0.012 0.029 0.024 -0.206
N -2.872 0.394 0.838 0.025 -0.024 -0.069 -0.077
H 0.936 -4.795 -1.036 0.000 0.000 -0.003 0.571
H 2.532 -3.482 3.045 0.003 0.001 -0.008 0.442
H 3.237 -1.824 4.811 0.017 0.004 0.028 0.448
H 2.083 0.390 4.877 -0.003 0.011 0.007 0.459
H 0.254 0.820 3.251 0.013 0.022 -0.009 0.424
H -2.844 -2.563 -3.310 -0.002 -0.007 -0.009 0.626
H -4.912 1.171 -1.685 -0.005 0.005 -0.005 0.424
H -5.573 2.998 -0.069 -0.001 0.003 0.001 0.401
H -4.421 3.064 2.159 -0.003 0.006 0.000 0.374
H -2.701 1.346 2.645 0.012 0.005 0.010 0.421
C 2.677 2.580 -1.525 -0.017 -0.023 0.044 -1.303
C 1.173 2.857 -1.469 0.072 0.036 -0.020 2.724
C 0.917 4.211 -0.796 -0.021 0.008 -0.023 -1.599
C 0.561 2.817 -2.873 -0.048 -0.006 -0.008 -1.792
C 0.515 1.818 -0.662 -0.040 0.096 0.057 -1.230
N -0.051 1.039 -0.042 0.047 -0.109 0.010 0.038
H 3.154 3.336 -2.152 0.003 0.022 -0.022 0.401
H 2.883 1.593 -1.938 0.009 -0.010 -0.006 0.365
H 3.117 2.627 -0.529 0.010 -0.007 -0.010 0.070
H 1.394 4.995 -1.389 0.012 0.007 -0.004 0.403
H 1.344 4.222 0.206 0.011 -0.008 0.010 0.232
H -0.152 4.423 -0.733 -0.010 -0.011 0.004 0.405
H 1.029 3.587 -3.489 0.012 0.013 -0.001 0.399
H -0.514 2.999 -2.839 -0.004 -0.001 -0.002 0.403
H 0.727 1.847 -3.340 0.002 -0.008 -0.004 0.391
Se 5.741 0.134 4.091 -0.056 0.017 -0.062 -0.644
Sb 4.447 1.062 2.299 0.040 -0.020 0.001 0.778
Se 3.291 3.153 2.514 -0.024 -0.021 -0.011 -0.657
Se 5.528 0.711 0.020 -0.065 -0.050 -0.014 -0.509
Se 3.481 -0.503 0.548 0.190 0.126 0.084 0.108

***

54
Properties=species:S:1:pos:R:3:forces:R:3:mulliken_charge:R:1 method="wB97M-V/def2-TZVPD" e_above_lowest_kj_mol=0.0 total_energy_ev=-117376.5379 total_charge=+1 e_homo_ev=-10.915 orbital_gap_ev=8.2
Pb -0.189 0.016 -0.384 -0.647 -0.103 0.063 0.891
O -0.462 -1.330 3.835 -0.060 -0.052 -0.043 -0.624
C -0.604 -1.163 2.643 0.142 0.120 0.083 -0.061
N -0.595 0.021 1.942 -0.038 0.057 0.050 -0.145
C -0.574 1.210 2.637 0.130 -0.187 0.099 0.112
O -0.414 1.378 3.828 -0.034 0.052 -0.107 -0.589
C -0.760 2.434 1.763 0.062 0.280 0.049 0.519
C -1.139 3.631 2.353 -0.041 0.043 0.054 -0.590
C -1.255 4.762 1.563 0.058 -0.119 -0.075 -0.278
C -0.958 4.667 0.211 -0.007 0.027 0.025 -0.716
C -0.569 3.441 -0.295 -0.033 0.061 -0.079 -0.214
N -0.488 2.346 0.460 0.034 0.168 0.253 -0.068
C -0.809 -2.390 1.774 0.087 -0.298 0.046 0.691
C -1.237 -3.568 2.371 -0.048 -0.026 0.024 -0.553
C -1.382 -4.701 1.587 0.084 0.089 -0.051 -0.419
C -1.052 -4.632 0.240 -0.035 -0.008 0.010 -0.693
C -0.610 -3.426 -0.270 -0.012 -0.056 -0.063 -0.383
N -0.509 -2.326 0.476 0.063 -0.149 0.351 0.018
H -1.337 3.652 3.415 0.025 -0.038 0.011 0.481
H -1.558 5.707 1.993 -0.027 -0.002 0.013 0.460
H -1.029 5.526 -0.441 0.030 0.001 -0.015 0.400
H -0.308 3.325 -1.341 -0.062 -0.010 -0.017 0.426
H -1.452 -3.571 3.430 0.017 0.035 0.004 0.527
H -1.732 -5.628 2.019 -0.020 -0.001 0.011 0.465
H -1.145 -5.493 -0.406 0.039 -0.011 -0.010 0.432
H -0.320 -3.330 -1.311 -0.051 0.007 -0.020 0.462
I -1.274 -1.196 -7.079 0.117 0.145 0.239 0.159
C -0.444 -0.351 -5.377 -0.103 -0.171 -0.296 -0.480
C 0.699 0.409 -5.295 -0.126 -0.078 -0.091 -0.210
N 0.854 0.712 -3.991 -0.050 -0.092 -0.244 0.001
N -0.115 0.192 -3.225 0.199 0.176 -0.211 -0.075
C -0.913 -0.458 -4.058 0.153 0.103 -0.032 -0.489
H 1.377 0.736 -6.064 0.057 0.036 0.041 0.468
H 1.597 1.244 -3.571 0.002 0.012 -0.016 0.140
H -1.787 -0.970 -3.689 -0.029 -0.014 -0.020 0.492
C 2.889 -2.895 1.692 -0.016 -0.259 -0.110 -1.025
N 2.757 -1.653 2.424 -0.092 0.183 0.020 0.383
C 2.662 -0.420 1.906 -0.003 0.039 -0.319 -0.384
Se 2.556 0.037 0.089 0.503 0.009 0.065 -0.192
N 2.687 0.463 2.911 -0.081 -0.022 0.182 0.245
C 2.756 -0.203 4.127 -0.006 -0.335 0.044 0.667
C 2.756 0.241 5.440 -0.074 0.049 -0.055 -0.981
C 2.751 -0.734 6.417 0.024 0.074 0.058 -0.500
C 2.744 -2.097 6.102 -0.010 -0.074 0.009 -0.736
C 2.777 -2.538 4.795 -0.006 -0.046 -0.129 -0.666
C 2.792 -1.559 3.812 -0.057 0.263 0.189 0.647
H 2.845 -2.688 0.626 -0.031 0.036 0.022 0.271
H 2.089 -3.582 1.967 -0.056 0.061 0.010 0.361
H 3.847 -3.359 1.928 -0.001 0.049 0.016 0.370
H 2.602 1.459 2.795 -0.034 -0.004 -0.135 0.308
H 2.726 1.293 5.682 -0.010 0.008 0.025 0.417
H 2.741 -0.438 7.457 -0.034 0.012 0.005 0.403
H 2.688 -2.820 6.904 0.078 -0.015 0.003 0.405
H 2.758 -3.588 4.540 0.029 -0.023 0.062 0.452

***

49
Properties=species:S:1:pos:R:3:forces:R:3:mulliken_charge:R:1 method="wB97M-V/def2-TZVPD" e_above_lowest_kj_mol=93.2 total_energy_ev=-54221.0857 e_homo_ev=-6.328 orbital_gap_ev=5.8
C 0.539 -4.308 2.147 -0.053 0.185 0.117 -0.443
C 1.047 -3.580 1.070 0.032 0.074 0.125 -0.679
C 1.274 -2.212 1.196 -0.030 0.005 -0.198 -0.211
C 0.965 -1.574 2.393 -0.086 -0.246 0.534 -0.004
S 1.290 0.171 2.579 0.069 0.712 -0.802 1.405
C -0.150 1.224 2.312 -0.086 -1.446 -0.494 0.309
C -0.039 2.539 2.739 -0.985 0.149 0.423 -1.327
S -1.264 0.678 1.034 0.403 1.028 -0.345 1.237
C -2.545 -0.364 1.768 -0.343 -0.028 0.052 0.110
C -2.531 -1.747 1.573 0.270 -0.053 0.209 -0.204
C -3.469 -2.558 2.220 -0.164 0.277 -0.022 -0.601
C -4.480 -1.975 2.992 0.228 0.144 -0.070 -0.405
C -4.553 -0.580 3.106 0.158 -0.064 -0.193 -0.577
C -3.595 0.225 2.482 0.105 -0.120 0.178 -0.419
O -1.894 1.875 0.509 0.102 -0.754 0.506 -0.686
O -0.507 -0.183 0.149 -0.296 -0.020 0.098 -0.623
O 1.849 0.460 3.883 -0.365 -0.232 -0.586 -0.637
O 2.181 0.420 1.410 -0.083 -0.100 0.868 -0.568
C 0.515 -2.301 3.498 -0.204 0.254 -0.206 -0.284
C 0.276 -3.667 3.362 0.100 0.032 -0.033 -0.704
H 0.357 -5.378 2.046 0.040 0.293 0.029 0.397
H 1.273 -4.063 0.120 -0.064 0.045 0.284 0.385
H 1.685 -1.644 0.364 -0.283 -0.134 0.252 0.306
H -0.724 3.319 2.366 0.221 -0.769 0.236 0.385
H 0.372 2.687 3.740 0.074 0.212 -0.400 0.475
H -1.785 -2.197 0.922 0.021 0.147 0.225 0.456
H -3.408 -3.645 2.114 -0.073 0.438 -0.029 0.401
H -5.218 -2.605 3.494 0.252 0.221 -0.163 0.367
H -5.359 -0.118 3.685 0.307 -0.166 -0.259 0.361
H -3.659 1.309 2.539 0.059 -0.182 0.079 0.423
H 0.346 -1.781 4.442 -0.024 -0.194 -0.214 0.431
H -0.110 -4.226 4.215 0.143 0.101 -0.251 0.408
C 2.691 5.828 1.931 -0.833 -1.270 0.204 -1.110
Li 3.470 1.135 0.375 -0.351 0.545 0.155 0.896
C 1.962 4.911 2.726 0.942 0.680 -0.849 -0.818
C 1.755 3.712 1.977 -0.457 -0.455 -0.216 0.853
C 2.261 3.919 0.658 0.266 -0.411 0.256 0.810
C 2.907 5.208 0.637 -0.188 -0.563 0.975 0.045
C 3.736 5.519 -0.429 -0.016 -0.111 -0.614 -0.478
C 3.896 4.600 -1.471 0.149 0.288 0.066 -0.549
C 3.229 3.361 -1.481 -0.299 -0.149 0.233 -0.508
C 2.381 3.011 -0.419 0.158 0.257 -0.340 -1.401
H 3.099 6.786 2.221 -0.243 0.000 0.070 0.406
H 1.610 5.076 3.742 0.257 -0.010 -0.146 0.397
H 1.669 2.676 2.318 0.946 0.982 0.116 -0.162
H 4.256 6.478 -0.427 -0.004 -0.249 -0.181 0.376
H 4.533 4.859 -2.311 -0.019 -0.055 0.111 0.362
H 3.354 2.680 -2.330 -0.127 0.336 0.187 0.444
H 1.725 2.122 -0.470 0.375 0.375 0.019 0.951